Record 1
Molecular formula: C5H10S
Method: DFT, ωB97M-V with the def2-TZVPD basis set

Geometry (Å):
C1 0.098 -1.219 -0.441
C2 1.039 -0.042 -0.782
C3 1.102 1.171 -0.029
C4 -1.531 0.557 0.487
C5 -0.768 -0.701 0.729
H1 0.697 -1.971 -0.036
H2 -0.340 -1.465 -1.421
H3 0.807 0.235 -1.746
H4 2.134 -0.468 -0.836
H5 1.792 1.744 -0.655
H6 1.708 1.197 0.930
H7 -2.244 0.641 1.388
H8 -2.349 0.537 -0.375
H9 -0.187 -0.846 1.677
H10 -1.518 -1.457 0.802
S1 -0.440 2.087 0.310

Orbital gap, eV: 9.3185
Structure (SMILES): C1CCSCC1
Energy relative to the best compared isomer or geometry (same formula, charge and spin), eV: 1.526

Mulliken atomic charge list, values in e, 5 entries: -0.52, -0.60, -0.58, -0.47, -0.76

Record 2
Molecular formula: C29H29IN7O4Zn
Method: DFT, ωB97M-V with the def2-TZVPD basis set

Geometry (Å):
Zn1 0.603 0.709 -0.552
C1 2.603 4.579 0.772
C2 2.195 3.389 -0.048
N1 1.032 2.881 -0.041
N2 0.096 3.414 0.831
C3 -0.247 2.424 1.646
O1 0.259 1.264 1.584
C4 -1.247 2.727 2.712
C5 -1.742 1.682 3.481
C6 -2.682 1.927 4.472
C7 -3.132 3.221 4.699
C8 -2.642 4.268 3.928
C9 -1.705 4.023 2.936
C10 3.259 2.650 -0.794
C11 4.365 3.290 -1.351
C12 5.389 2.520 -1.874
C13 5.290 1.140 -1.815
C14 4.145 0.588 -1.261
N3 3.155 1.323 -0.766
H1 1.717 5.063 1.173
H2 3.189 5.287 0.185
H3 3.230 4.252 1.606
H4 -1.377 0.686 3.268
H5 -3.070 1.108 5.065
H6 -3.866 3.413 5.472
H7 -2.999 5.277 4.098
H8 -1.322 4.821 2.315
H9 4.422 4.369 -1.372
H10 6.257 2.994 -2.316
H11 6.077 0.501 -2.193
H12 3.999 -0.483 -1.205
N4 -1.819 3.393 -2.535
C15 -2.521 2.881 -1.474
O2 -2.073 2.054 -0.727
C16 -3.951 3.366 -1.337
I1 -4.024 5.435 -0.756
H13 -0.836 3.168 -2.529
H14 -2.082 4.291 -2.903
H15 -4.434 2.815 -0.540
H16 -4.508 3.315 -2.267
C17 -3.361 -2.780 1.503
C18 -2.584 -3.559 0.473
C19 -1.925 -2.898 -0.557
C20 -1.181 -3.610 -1.490
C21 -1.028 -4.978 -1.375
N5 -0.190 -5.756 -2.218
C22 0.821 -5.428 -3.081
O3 1.079 -6.144 -4.041
N6 1.560 -4.290 -2.841
C23 1.765 -3.615 -1.615
C24 1.849 -4.292 -0.407
C25 1.950 -3.558 0.757
C26 1.964 -2.169 0.674
N7 1.880 -1.518 -0.481
C27 1.826 -2.225 -1.601
C28 -1.703 -5.654 -0.359
C29 -2.483 -4.948 0.543
H17 -3.332 -1.717 1.268
H18 -2.938 -2.912 2.503
H19 -4.405 -3.100 1.550
H20 -1.872 -1.807 -0.668
H21 -0.702 -3.021 -2.263
H22 -0.518 -6.692 -2.395
H23 2.085 -3.983 -3.641
H24 1.797 -5.374 -0.391
H25 1.999 -4.048 1.721
H26 1.970 -1.557 1.570
H27 1.688 -1.660 -2.517
H28 -1.592 -6.730 -0.262
H29 -2.996 -5.489 1.332
O4 -0.426 -0.507 -1.274

Orbital gap, eV: 5.0410
Energy relative to the best compared isomer or geometry (same formula, charge and spin), eV: 4.001
Charge: -1

Mulliken atomic charge list, values in e, 5 entries: 0.41, -1.52, 0.29, 0.35, -0.70

Record 3
Molecular formula: C2H2N2O
Method: DFT, ωB97M-V with the def2-TZVPD basis set

Geometry (Å):
O1 1.411 1.227 -0.042
C1 1.144 0.053 0.007
N1 0.224 -0.832 0.039
C2 -1.415 0.025 -0.013
N2 -1.206 1.182 -0.058
H1 1.904 -0.819 0.052
H2 -2.061 -0.835 0.015

Orbital gap (spin up / spin down), eV: 8.6340 / 8.6334
Energy relative to the best compared isomer or geometry (same formula, charge and spin), eV: 4.456

Mulliken atomic charge list, values in e, 5 entries: -0.47, 0.38, -0.36, 0.14, -0.30

Record 4
Molecular formula: C6H11N
Method: DFT, ωB97M-V with the def2-TZVPD basis set

Geometry (Å):
C1 -1.276 -1.246 1.027
C2 -1.140 -0.529 -0.278
N1 -2.831 1.406 -0.368
C3 1.334 -0.777 0.097
C4 0.235 -0.234 -0.475
C5 3.270 0.682 -0.365
C6 2.673 -0.357 0.245
H1 -1.058 -0.572 1.856
H2 -0.475 -2.022 1.048
H3 -2.275 -1.626 1.237
H4 -1.486 -1.026 -1.183
H5 -1.969 0.554 -0.229
H6 -3.324 1.579 -1.230
H7 -2.484 2.245 0.078
H8 0.437 0.595 -1.169
H9 4.278 0.963 -0.088
H10 2.763 1.340 -1.060
H11 3.328 -0.976 0.856

Orbital gap, eV: 5.3171
Energy relative to the best compared isomer or geometry (same formula, charge and spin), eV: 7.640

Mulliken atomic charge list, values in e, 5 entries: -1.28, 0.29, -0.80, -0.35, 0.14

Record 5
Molecular formula: C20H37BrCl2CsN6NaO8PS
Method: DFT, ωB97M-V with the def2-TZVPD basis set

Geometry (Å):
C1 -0.333 -1.354 -0.161
C2 -0.907 -1.520 -1.624
C3 -0.064 -0.847 -2.658
C4 0.766 -1.614 -3.540
S1 0.883 -3.365 -3.456
C5 1.515 -0.886 -4.440
O1 2.321 -1.531 -5.312
C6 1.431 0.526 -4.517
N1 0.665 1.191 -3.704
N2 -0.019 0.477 -2.816
P1 -1.052 1.452 -1.636
O2 -1.949 2.425 -2.550
Br1 0.405 2.830 -0.693
H1 -1.147 -1.008 0.474
H2 0.052 -2.312 0.187
H3 0.458 -0.600 -0.195
H4 -0.936 -2.587 -1.832
H5 -1.947 -1.188 -1.665
H6 0.411 -3.841 -4.670
H7 3.242 -1.504 -5.011
H8 2.001 1.079 -5.254
H9 -2.715 1.936 -2.894
Cl1 2.985 -4.460 -2.084
C7 4.461 4.335 0.044
O3 3.321 4.284 0.903
H10 5.316 4.651 0.635
H11 4.663 3.347 -0.377
H12 4.298 5.052 -0.764
H13 2.578 4.000 0.366
O4 -1.215 2.152 2.654
C8 -1.431 3.291 2.887
O5 -2.603 3.958 2.545
C9 -2.462 5.336 2.870
C10 -1.364 5.398 3.939
C11 -0.458 4.241 3.545
H14 -2.185 5.877 1.964
H15 -3.413 5.725 3.238
H16 -0.848 6.356 3.978
H17 -1.796 5.212 4.922
H18 0.302 4.537 2.811
H19 0.007 3.788 4.416
C12 2.059 -4.535 3.215
C13 1.534 -4.796 1.829
O6 0.809 -3.996 1.240
N3 1.881 -5.958 1.234
C14 2.711 -7.028 1.753
H20 1.694 -3.570 3.556
H21 1.707 -5.303 3.904
H22 3.150 -4.511 3.208
H23 1.491 -6.051 0.313
H24 3.566 -7.169 1.089
H25 2.131 -7.952 1.777
H26 3.066 -6.806 2.754
Cl2 -3.919 2.166 3.474
N4 -3.680 2.654 -7.829
C15 -4.226 3.724 -7.254
C16 -3.752 4.295 -6.081
C17 -2.651 3.718 -5.473
C18 -2.069 2.603 -6.056
C19 -2.621 2.115 -7.231
H27 -5.088 4.138 -7.765
H28 -4.234 5.166 -5.659
H29 -2.249 4.131 -4.556
H30 -1.207 2.125 -5.610
H31 -2.198 1.247 -7.726
O7 -6.957 2.303 1.938
H32 -6.201 2.028 2.488
H33 -7.592 1.589 2.039
C20 2.299 -5.608 6.731
O8 1.775 -6.265 5.848
N5 1.720 -4.484 7.248
N6 3.508 -5.942 7.276
H34 2.132 -3.929 7.974
H35 0.832 -4.212 6.871
H36 3.959 -6.763 6.919
H37 3.955 -5.417 8.002
Cs1 -0.682 6.835 2.045
Na1 0.267 -5.710 -3.862

Orbital gap, eV: 3.1943
Charge: +1

Mulliken atomic charge list, values in e, 5 entries: -0.59, -1.34, 0.52, 0.56, -0.35

Record 6
Molecular formula: C2H3F3OS
Method: DFT, ωB97M-V with the def2-TZVPD basis set

Geometry (Å):
C1 1.798 0.052 0.247
C2 -1.843 0.011 -0.306
O1 0.667 -0.142 1.024
F1 -2.335 0.796 0.616
F2 -1.276 0.829 -1.173
F3 -2.815 -0.688 -0.884
S1 -0.635 -1.217 0.305
H1 2.593 -0.723 0.394
H2 2.252 0.973 0.603
H3 1.594 0.109 -0.826

Orbital gap, eV: 10.1358
Structure (SMILES): COSC(F)(F)F
Energy relative to the best compared isomer or geometry (same formula, charge and spin), eV: 0.126

Mulliken atomic charge list, values in e, 5 entries: -0.51, 0.71, -0.35, -0.21, -0.22

Record 7
Molecular formula: C30H27N4OPReS3
Method: DFT, ωB97M-V with the def2-TZVPD basis set

Geometry (Å):
Re1 0.685 1.012 0.432
N1 -3.552 0.819 2.372
C1 -2.206 1.040 2.503
S1 -1.223 -0.046 3.362
N2 -1.816 2.190 1.963
N3 -0.525 2.328 1.656
C2 -0.002 3.482 1.895
C3 1.329 3.729 1.419
C4 1.988 4.929 1.641
C5 3.285 5.081 1.213
C6 3.903 4.026 0.549
C7 3.194 2.871 0.326
N4 1.920 2.707 0.753
H1 -3.950 0.164 3.014
H2 -4.122 1.596 2.069
H3 -0.569 4.225 2.441
H4 1.462 5.731 2.144
H5 3.812 6.010 1.381
H6 4.921 4.098 0.196
H7 3.627 2.047 -0.214
C8 4.483 -1.824 -0.106
C9 3.344 -0.960 0.404
S2 2.419 -0.152 -0.805
C10 3.083 -0.875 1.747
C11 4.004 -1.563 2.740
S3 1.707 -0.089 2.391
H8 4.479 -1.866 -1.193
H9 4.391 -2.844 0.279
H10 5.455 -1.437 0.217
H11 3.841 -2.648 2.742
H12 3.812 -1.201 3.746
H13 5.054 -1.389 2.500
O1 -0.118 3.127 -1.496
C12 -0.531 2.099 -0.961
C13 -1.966 1.666 -1.177
C14 -2.925 2.553 -1.650
C15 -4.249 2.150 -1.736
C16 -4.611 0.865 -1.344
C17 -3.650 -0.035 -0.900
C18 -2.316 0.361 -0.837
P1 -0.865 -0.672 -0.419
C19 -0.308 -1.248 -2.089
C20 0.330 -2.485 -2.195
C21 0.832 -2.921 -3.412
C22 0.712 -2.121 -4.545
C23 0.084 -0.889 -4.449
C24 -0.423 -0.453 -3.226
C25 -1.507 -2.236 0.262
C26 -1.187 -2.629 1.557
C27 -1.701 -3.814 2.077
C28 -2.520 -4.616 1.301
C29 -2.823 -4.242 -0.007
C30 -2.318 -3.061 -0.527
H14 -2.616 3.555 -1.925
H15 -5.006 2.842 -2.092
H16 -5.652 0.557 -1.385
H17 -3.942 -1.033 -0.595
H18 0.442 -3.111 -1.317
H19 1.320 -3.889 -3.478
H20 1.109 -2.460 -5.497
H21 -0.019 -0.260 -5.326
H22 -0.903 0.515 -3.172
H23 -0.540 -2.002 2.160
H24 -1.457 -4.102 3.095
H25 -2.921 -5.540 1.706
H26 -3.447 -4.877 -0.624
H27 -2.541 -2.785 -1.551

⟨S²⟩: 3.79
Orbital gap (spin up / spin down), eV: 6.4346 / 5.6974
Multiplicity: 4

Mulliken atomic charge list, values in e, 5 entries: 0.37, -0.27, 0.23, -0.33, -1.57

Record-wise strongest force on any atom values, in eV Å⁻¹: 4.86; 1.13; 1.00; 4.35; 12.34; 3.89; 1.08